Record 1
{"formula": "C4H10NO2", "method": "ωB97M-V with the def2-TZVPD basis set", "symbols": ["C", "C", "C", "C", "N", "O", "O", "H", "H", "H", "H", "H", "H", "H", "H", "H", "H"], "coordinates": [[1.5463, 0.8530, -1.5223], [-0.8229, 1.1651, -1.0151], [0.2725, -0.9670, -0.1892], [0.2366, 0.3724, -0.9220], [-0.6841, -0.5154, 2.6750], [-1.8678, -1.2789, 2.2056], [-0.8794, -1.5852, -0.0324], [2.1789, 0.0408, -1.8970], [1.4235, 1.4204, -2.4537], [2.1758, 1.5355, -0.8756], [-1.7904, 0.8408, -0.7119], [-0.7167, 2.0752, -1.7010], [-1.5944, -1.6361, 1.3619], [0.9775, -1.6145, -0.8443], [0.8049, -0.8198, 0.7798], [-0.3487, -0.1202, 1.7867], [-0.9114, 0.2338, 3.3554]], "atomic_forces_ev_per_a": [[0.95, 0.64, -0.34], [0.51, 0.99, -1.90], [0.89, -0.84, -1.30], [0.98, 0.57, 0.26], [-0.01, -0.87, -0.91], [-0.82, 1.71, 4.13], [-1.24, -0.42, -0.13], [0.02, -0.24, 0.63], [-0.52, 0.24, 0.22], [-0.68, -0.93, -0.32], [-0.57, -0.11, 0.44], [-0.40, -1.10, 1.23], [1.35, -0.10, -2.10], [-0.07, 0.67, 0.59], [0.65, 0.13, -0.34], [-0.27, 0.37, 0.90], [-0.77, -0.70, -1.06]], "lowdin_charge": [-0.115, 0.005, -0.500, -0.361, -0.049, -0.202, -0.283, 0.052, 0.053, 0.081, 0.040, 0.066, -0.043, 0.105, 0.088, 0.014, 0.050], "gap_ev": 7.166, "e_homo_ev": -3.206, "charge": -1, "total_energy_ha": -363.54294}

=====

Record 2
{"formula": "C49H41ClGeN3O5PtS", "method": "ωB97M-V with the def2-TZVPD basis set", "symbols": ["Pt", "O", "C", "O", "C", "C", "C", "N", "C", "C", "C", "C", "C", "C", "C", "N", "C", "C", "C", "C", "C", "N", "H", "H", "H", "H", "H", "H", "H", "H", "H", "H", "O", "S", "C", "C", "C", "C", "C", "C", "C", "C", "C", "C", "C", "C", "C", "C", "H", "H", "H", "H", "H", "H", "H", "H", "H", "H", "H", "H", "H", "H", "C", "Ge", "C", "C", "C", "C", "C", "C", "C", "C", "C", "C", "C", "C", "C", "C", "C", "C", "H", "H", "H", "H", "H", "H", "H", "H", "H", "H", "H", "H", "H", "H", "H", "Cl", "C", "C", "O", "O", "H", "H"], "coordinates": [[-0.2480, 0.2292, -0.6751], [-2.7506, 5.5587, 2.6474], [-2.3096, 4.6554, 3.2949], [-2.1125, 4.2504, 4.4049], [-1.7402, 3.4941, 2.2231], [-0.7182, 2.6656, 2.6513], [-0.2630, 1.7008, 1.7574], [-0.7851, 1.6958, 0.4988], [-1.8368, 2.4596, 0.0961], [-2.3433, 3.4055, 0.9784], [-2.2635, 2.1836, -1.2602], [-3.2783, 2.8843, -1.9260], [-3.5935, 2.5669, -3.2289], [-2.8696, 1.5561, -3.8669], [-1.8819, 0.8970, -3.1655], [-1.5892, 1.1695, -1.8962], [0.6811, 0.6367, 1.9941], [1.3792, 0.4483, 3.1960], [2.2035, -0.6428, 3.3540], [2.3309, -1.5510, 2.2975], [1.6295, -1.3177, 1.1341], [0.8434, -0.2576, 0.9604], [-0.3104, 2.7684, 3.6428], [-3.1535, 4.0622, 0.7086], [-3.8117, 3.6685, -1.4113], [-4.3821, 3.0918, -3.7468], [-3.0751, 1.2888, -4.8884], [-1.2962, 0.1128, -3.6258], [1.2534, 1.1625, 3.9921], [2.7322, -0.8046, 4.2795], [2.9632, -2.4176, 2.3787], [1.7034, -2.0066, 0.3000], [-1.5621, -1.4076, 0.9227], [-2.4683, -2.5402, 0.8135], [-4.1008, -1.9061, 1.6187], [-3.8024, -1.3238, 2.9269], [-4.1081, -2.0081, 4.1087], [-3.8623, -1.4222, 5.3356], [-3.2664, -0.1696, 5.4007], [-2.9354, 0.5075, 4.2333], [-3.1947, -0.0664, 3.0054], [-1.9410, -3.7852, 2.0988], [-0.5190, -4.2158, 2.0455], [0.0213, -4.7770, 0.8896], [1.3128, -5.2683, 0.8925], [2.0801, -5.2149, 2.0454], [1.5500, -4.6564, 3.1991], [0.2637, -4.1480, 3.1962], [-4.7389, -2.7828, 1.6434], [-4.4513, -1.1809, 0.8894], [-4.5813, -2.9778, 4.0569], [-4.1361, -1.9384, 6.2423], [-3.0554, 0.2867, 6.3550], [-2.4855, 1.4865, 4.2983], [-2.9389, 0.4413, 2.0870], [-2.6036, -4.6272, 1.9074], [-2.1686, -3.3238, 3.0589], [-0.5808, -4.8366, -0.0038], [1.7144, -5.7154, -0.0028], [3.0774, -5.6267, 2.0508], [2.1293, -4.6375, 4.1091], [-0.1575, -3.7450, 4.1062], [1.6806, -1.5185, -3.8131], [1.6581, -0.1349, -2.3578], [3.6046, -0.1156, -1.6686], [4.6014, -0.6587, -2.4658], [5.8725, -0.8659, -1.9533], [6.1711, -0.4765, -0.6602], [5.1880, 0.1000, 0.1256], [3.9115, 0.2909, -0.3781], [1.7149, 1.6914, -3.2955], [1.6915, 1.6798, -4.6693], [1.6109, 2.8783, -5.3867], [1.6831, 4.0812, -4.7315], [1.7472, 4.1340, -3.3255], [1.8156, 5.3539, -2.6226], [1.8844, 5.3831, -1.2519], [1.8304, 4.1885, -0.5268], [1.7665, 2.9862, -1.1858], [1.7400, 2.9116, -2.5882], [2.5181, -1.3468, -4.4848], [0.7553, -1.5030, -4.3802], [1.7866, -2.5073, -3.3739], [4.4006, -0.9479, -3.4866], [6.6208, -1.3385, -2.5702], [7.1701, -0.6011, -0.2699], [5.4094, 0.4064, 1.1365], [3.1619, 0.7275, 0.2662], [1.7006, 0.7452, -5.2090], [1.5233, 2.8366, -6.4610], [1.7188, 5.0038, -5.2915], [1.7994, 6.2744, -3.1872], [1.9735, 6.3227, -0.7299], [1.8589, 4.2169, 0.5517], [1.7732, 2.0560, -0.6330], [-3.8683, -2.6854, -3.3401], [-2.1388, -3.1046, -3.4154], [-1.5333, -2.6884, -2.0591], [-1.9117, -3.3705, -1.0811], [-0.7640, -1.7195, -2.0579], [-1.6869, -2.5405, -4.2280], [-2.0424, -4.1774, -3.5733]], "atomic_forces_ev_per_a": [[0.58, -0.76, -0.93], [-0.48, 0.96, -0.77], [0.25, -0.55, -0.25], [0.22, -0.43, 1.10], [-0.20, 0.31, 0.02], [0.55, -0.78, -0.29], [-0.33, 0.83, 0.73], [0.44, -0.08, -0.20], [-0.57, 0.65, 0.33], [0.08, -0.38, -0.62], [-0.17, 0.17, -0.31], [0.19, -0.15, 0.08], [0.24, -0.24, 0.08], [0.03, 0.16, 0.22], [-0.13, -0.12, -0.69], [-0.21, 0.38, 0.46], [0.60, -0.49, 0.25], [-0.26, 0.10, -0.36], [-0.06, -0.25, -0.49], [-0.12, 0.39, 0.20], [0.37, -0.53, -0.06], [-0.06, 0.52, 0.49], [-0.01, -0.08, 0.12], [-0.05, 0.05, -0.01], [0.00, 0.05, 0.05], [-0.03, 0.04, -0.02], [0.00, -0.10, -0.14], [-0.06, -0.08, 0.07], [-0.03, 0.09, 0.12], [0.08, 0.03, 0.10], [0.03, -0.09, -0.05], [-0.04, 0.08, 0.04], [0.14, 0.22, -0.05], [-0.39, 0.10, 1.77], [0.23, -0.47, -0.64], [0.25, 0.29, 0.70], [-0.11, 0.18, -0.33], [0.14, 0.08, 0.12], [0.00, -0.05, -0.11], [0.04, -0.04, 0.14], [-0.21, -0.17, -0.05], [-0.35, -0.11, -0.67], [0.52, 0.04, -0.22], [-0.13, 0.04, 0.10], [0.08, 0.03, -0.06], [-0.02, 0.03, 0.13], [0.07, -0.13, -0.06], [-0.30, -0.01, -0.10], [-0.18, -0.06, -0.04], [-0.02, -0.06, -0.15], [-0.07, -0.13, 0.01], [-0.01, -0.06, 0.09], [-0.05, 0.02, 0.13], [0.01, 0.10, -0.01], [0.01, 0.17, -0.06], [-0.22, -0.09, 0.09], [-0.18, 0.13, -0.12], [-0.01, -0.07, -0.05], [0.06, -0.07, -0.11], [0.11, -0.04, 0.01], [0.08, 0.02, 0.10], [-0.03, 0.11, 0.10], [-0.33, 0.51, 0.52], [1.43, 0.62, -0.22], [-1.66, -0.06, -0.11], [-0.01, -0.23, -0.03], [0.06, 0.10, -0.14], [0.08, 0.01, 0.05], [-0.01, 0.23, 0.09], [0.19, -0.15, 0.07], [-0.34, -1.38, 1.53], [-0.08, 1.01, -1.49], [0.09, -1.57, -0.31], [0.05, 0.93, 0.58], [0.03, -0.22, 0.46], [-0.05, -0.14, -1.05], [-0.04, -0.46, 1.05], [0.09, 1.20, 0.05], [0.13, -0.99, -0.56], [-0.02, 0.81, -0.18], [0.07, 0.08, 0.00], [-0.11, 0.02, -0.06], [0.02, 0.01, 0.13], [-0.04, -0.12, -0.06], [0.14, 0.04, -0.07], [0.05, -0.11, 0.05], [0.08, 0.05, 0.12], [-0.07, 0.03, 0.07], [-0.01, -0.08, -0.08], [0.03, 0.11, -0.13], [-0.06, 0.12, -0.08], [0.05, 0.14, -0.04], [-0.04, 0.11, 0.03], [0.02, -0.01, 0.10], [0.00, 0.16, 0.05], [-0.05, 0.02, -0.11], [0.16, 0.06, 0.40], [-0.07, 0.34, -1.34], [-0.28, -1.13, 0.69], [0.26, 0.30, 0.02], [0.00, -0.09, 0.07], [-0.07, 0.08, -0.01]], "mulliken_spin": [0.636, 0.374, 0.031, 0.345, 0.373, 0.003, 0.178, 0.314, 0.153, -0.072, 0.003, 0.056, 0.012, 0.054, 0.008, 0.045, 0.041, 0.050, 0.010, 0.061, -0.017, 0.075, 0.008, 0.000, 0.003, 0.001, 0.003, 0.002, 0.001, 0.002, 0.001, -0.007, 0.106, 0.358, 0.128, -0.005, 0.045, -0.014, 0.043, -0.018, 0.015, 0.064, -0.012, 0.003, 0.000, 0.002, 0.000, 0.004, 0.000, 0.002, 0.000, 0.000, 0.001, 0.006, 0.026, 0.002, 0.011, -0.003, 0.000, 0.000, 0.000, 0.001, 0.070, 0.152, 0.010, 0.011, -0.001, 0.005, 0.003, 0.008, 0.158, -0.001, 0.070, 0.218, -0.064, 0.167, 0.057, 0.013, 0.006, 0.162, 0.011, -0.007, -0.006, -0.002, 0.000, 0.000, 0.000, 0.009, -0.008, 0.005, 0.000, 0.003, 0.004, -0.001, 0.163, 0.005, 0.030, -0.007, 0.156, 0.084, 0.003, 0.000], "spin_multiplicity": 6, "gap_ev": [5.043, 4.762], "e_homo_ev": [-10.583, -13.478], "charge": 2, "total_energy_ha": -5486.21678, "s2": 8.839}

=====

Record 3
{"formula": "C4H9NO3", "method": "ωB97M-V with the def2-TZVPD basis set", "symbols": ["O", "C", "N", "C", "C", "C", "O", "H", "H", "H", "H", "H", "H", "H", "H", "H", "O"], "coordinates": [[-1.0690, 1.1828, 2.5994], [-1.1301, 0.2280, 1.8437], [-0.2415, 0.1646, 0.8113], [-0.3538, -0.7491, -0.2808], [1.0271, -1.3372, -0.6060], [0.9565, -2.1860, -1.8813], [1.3675, -1.7460, -2.9182], [-1.8950, -0.5650, 1.9653], [0.3832, 0.9521, 0.7735], [-0.6058, -0.1761, -1.2216], [-1.2134, -1.4104, -0.2465], [1.3377, -1.9634, 0.2545], [1.8084, -0.5956, -0.6116], [0.4519, -3.1601, -1.7515], [0.3344, 4.3164, 0.2970], [-0.7131, 3.2761, 0.8754], [-0.4452, 3.7689, 0.0972]], "atomic_forces_ev_per_a": [[-0.47, -0.30, 0.33], [0.73, 1.34, 0.00], [-1.46, -1.09, 0.89], [0.76, 1.64, -2.73], [-0.38, -2.08, 1.10], [0.37, 1.46, 1.05], [-0.13, -0.61, -0.38], [0.43, 0.01, -0.35], [0.08, 0.07, -0.25], [0.08, -0.14, 0.79], [0.27, -0.50, 0.81], [-0.28, -0.17, -0.36], [-0.03, 0.62, -0.69], [0.05, -0.14, -0.36], [-0.61, -0.52, 0.24], [0.20, 0.13, 0.43], [0.39, 0.27, -0.53]], "lowdin_charge": [-0.004, -0.338, 0.019, -0.215, -0.151, -0.262, 0.067, 0.141, 0.139, 0.139, 0.125, 0.119, 0.110, 0.124, 0.046, 0.008, -0.068], "gap_ev": 10.581, "e_homo_ev": -9.848, "charge": 0, "total_energy_ha": -438.26813}

=====

Record 4
{"formula": "C5H14N4O", "method": "ωB97M-V with the def2-TZVPD basis set", "symbols": ["C", "C", "C", "C", "N", "O", "H", "H", "H", "H", "H", "H", "H", "H", "H", "N", "N", "C", "N", "H", "H", "H", "H", "H"], "coordinates": [[1.7491, -0.0978, -0.1474], [1.2422, -0.6172, -1.3417], [2.2225, -1.0134, 0.9406], [-0.1836, 0.9767, 0.6911], [0.1574, 1.2910, 1.9958], [-0.3233, 1.8760, -0.1382], [2.1546, 0.9053, -0.1417], [0.4061, 0.5613, 2.6433], [0.5723, 2.2009, 2.1267], [1.4658, -1.6568, -1.5769], [1.2702, 0.0267, -2.2141], [-0.1384, -0.8469, -1.1257], [2.1981, -0.5305, 1.9198], [3.2548, -1.3255, 0.7600], [1.6160, -1.9228, 0.9946], [-2.2976, -0.4000, -1.4462], [-2.5104, 0.9754, -1.6947], [-1.1677, -0.3080, 0.6386], [-1.3487, -0.9247, -0.6314], [-2.8447, -1.0698, -1.9664], [-1.6018, 1.4431, -1.7014], [-3.0228, 1.4069, -0.9228], [-2.1064, 0.1041, 1.0147], [-0.7636, -1.0540, 1.3233]], "atomic_forces_ev_per_a": [[0.51, -1.24, -1.60], [1.94, 0.82, 0.99], [-0.23, -0.05, 0.15], [-2.60, 0.96, 0.46], [0.33, -0.16, -0.48], [0.85, -0.58, 0.38], [-0.48, 0.18, 0.11], [-0.01, 0.08, -0.05], [0.05, -0.09, 0.06], [-0.52, -0.14, 0.25], [-0.38, 0.11, 0.06], [-2.76, -0.14, 0.86], [0.07, -0.04, -0.03], [0.02, 0.04, 0.01], [0.03, 0.06, -0.04], [-0.67, 0.33, -0.05], [0.21, -0.35, -0.01], [1.28, 0.25, -0.31], [2.19, -0.02, -0.84], [0.31, 0.44, 0.02], [-0.24, -0.21, -0.11], [0.10, -0.21, -0.03], [0.11, -0.05, 0.00], [-0.13, 0.00, 0.22]], "lowdin_charge": [-0.234, -0.069, -0.104, -0.558, 0.141, -0.010, 0.110, 0.086, 0.108, 0.095, 0.088, 0.099, 0.058, 0.082, 0.082, -0.200, 0.016, -0.146, -0.095, 0.111, 0.052, 0.063, 0.128, 0.098], "gap_ev": [7.173, 7.172], "e_homo_ev": [-7.100, -7.100], "charge": 0, "total_energy_ha": -493.00521}

=====

Q: Among the records above, which one has the highest charge?
A: C49H41ClGeN3O5PtS

=====

Q: charge of number 3 (C4H9NO3)?
A: 0